Here is a single C2H4ClP molecule from OMol25. Energies are from wB97M-V/def2-TZVPD.

As for the LUMO energy (spin up / spin down): -0.46 / -0.28 eV. The calculation puts the frontier orbital gap (spin up / spin down) at 7.44 / 7.59 eV. Its energy above the lowest of the compared OMol25 structures with the same formula, charge and spin is 37.75 kcal per mole.

Last column: Löwdin charge in e.
Cartesian coordinates (Å):
C1 0.3920 0.1639 -0.9079  -0.145
C2 0.4914 -0.3588 0.4508  -0.638
P1 -1.4161 -0.6780 0.5663  0.463
Cl1 -2.0872 1.1395 1.1051  0.045
H1 0.3525 1.3177 -1.1120  0.102
H2 0.2533 -0.5975 -1.6710  0.023
H3 1.0894 -1.4108 0.5616  0.120
H4 0.9248 0.4240 1.0070  0.030


Here is a molecular structure, C42H54AlBrClFMgN2O16P2 from OMol25. Energies are from wB97M-V/def2-TZVPD.

As for the LUMO energy: -4.73 eV. The calculation puts the frontier orbital gap at 1.48 eV.

Last column: Löwdin charge in e.
Cartesian coordinates (Å):
C1 8.3079 -0.5055 1.1475  -0.130
C2 6.8108 -0.2685 0.5200  -0.195
C3 6.4064 -0.4019 -1.0807  -0.034
C4 4.8456 -0.1898 -1.6393  -0.128
C5 3.5814 0.1754 -0.6134  -0.080
C6 4.0060 0.3479 0.9841  -0.100
C7 2.8892 0.7283 2.1225  -0.169
C8 1.4018 0.0721 1.8798  -0.135
C9 1.0537 -1.5303 1.7738  0.071
C10 -0.5016 -2.1114 1.5733  -0.068
O1 -0.6574 -3.5740 1.5411  -0.054
C11 -1.2702 -4.0461 0.2893  -0.252
O2 -1.5287 -3.3085 -0.7944  0.012
C12 -1.7272 -5.6548 0.2707  -0.084
C13 -1.6133 -6.6279 -1.0558  0.027
C14 -2.0835 -8.2166 -0.8278  0.000
C15 -2.6198 -8.7819 0.6479  -0.022
C16 -2.7561 -7.7787 1.9743  -0.030
C17 -2.2945 -6.2167 1.7402  -0.163
C18 -1.7302 -1.0270 1.4728  0.058
C19 -1.3829 0.5726 1.5656  0.007
C20 0.1396 1.1480 1.7622  0.068
C21 -2.6338 1.6303 1.4985  -0.165
O3 -2.4689 2.8548 2.0051  -0.025
C22 -4.0459 1.0955 0.7798  -0.041
C23 -5.0429 2.3031 0.2298  -0.116
C24 -6.3935 2.4425 1.1971  -0.233
O4 -7.5804 2.7134 0.3710  -0.151
C25 -4.3792 -0.3750 0.6890  -0.148
P1 -6.0576 -0.8571 -0.1188  0.757
N1 -6.2433 -0.2540 -1.6321  -0.307
C26 -3.2985 -1.4818 1.3242  -0.129
O5 -3.8163 -2.6595 1.7056  -0.222
C27 5.5688 0.1384 1.5409  0.026
H1 8.4331 -1.6341 1.5071  0.093
H2 9.0907 -0.2415 0.3017  0.082
H3 8.4637 0.2162 2.0841  0.092
H4 7.2459 -0.6916 -1.8569  0.078
H5 4.6131 -0.3004 -2.7913  -0.141
H6 2.4656 0.3043 -0.9742  -0.383
H7 2.8176 1.9121 2.2570  0.137
H8 3.2550 0.3258 3.1830  0.128
H9 1.9633 -2.2894 1.8702  0.111
H10 -1.2154 -6.2317 -2.0931  0.112
H11 -2.0306 -9.0344 -1.6854  0.102
H12 -2.9268 -9.9100 0.8407  0.099
H13 -3.1404 -8.1439 3.0212  0.103
H14 -2.3728 -5.4664 2.6648  0.110
H15 0.3068 2.3052 1.8176  0.121
H16 -4.4756 3.3466 0.3500  0.119
H17 -5.3122 2.2146 -0.9055  0.091
H18 -6.2089 3.3546 1.9448  0.135
H19 -6.5452 1.4911 1.8956  0.112
H20 -7.8207 1.9426 -0.2225  0.085
H21 -7.0922 -0.3907 0.8038  0.028
H22 -6.2307 -2.3084 -0.2503  0.028
H23 -5.3745 0.2660 -1.8879  -0.033
H24 5.8703 0.2618 2.6809  0.103
Mg1 4.2793 0.5032 -4.3667  1.022
C28 -6.9857 3.1528 -4.5222  -0.077
C29 -6.5410 3.6925 -3.1527  -0.669
C30 -6.8658 5.1930 -3.0675  -0.129
O6 -5.2290 3.5560 -3.0695  -0.243
H25 -6.4854 3.6610 -5.3571  0.072
H26 -6.7849 2.0778 -4.6147  0.072
H27 -8.0650 3.2949 -4.6551  0.066
H28 -7.1891 3.2025 -2.4122  0.115
H29 -6.3610 5.7775 -3.8480  -0.004
H30 -6.5773 5.6118 -2.0952  0.066
H31 -7.9439 5.3562 -3.1853  0.075
C31 -1.5966 4.4725 -1.6238  -0.814
O7 -2.0543 3.5757 -0.8754  -0.003
O8 -2.5277 4.9065 -2.4615  -0.134
O9 -0.4603 4.9913 -1.6970  -0.009
H32 -3.1861 4.2873 -2.0860  0.078
Al1 -3.7650 6.0067 -3.3288  0.873
C32 2.6368 4.4647 8.4026  -0.168
O10 2.4817 3.9660 7.0864  -0.282
P2 1.0548 4.5439 6.2973  0.791
O11 1.2783 3.4640 5.2309  -0.307
O12 1.8300 5.9312 5.8504  -0.273
C33 3.1578 5.8882 5.3639  -0.117
O13 -0.3721 5.1219 5.5082  -0.304
C34 -0.6408 4.7547 4.1679  -0.139
H33 3.6308 4.2009 8.7651  0.088
H34 2.5330 5.5553 8.4162  0.079
H35 1.8813 4.0082 9.0570  0.084
H36 3.3856 4.9401 4.8727  0.087
H37 3.8485 6.0545 6.1961  0.083
H38 3.2909 6.6978 4.6417  0.095
H39 -0.9334 3.6991 4.1192  0.074
H40 0.2179 4.9502 3.5236  0.090
H41 -1.4864 5.3517 3.8107  0.100
Cl1 -4.3650 -4.9538 1.1078  0.415
C35 5.7441 6.1618 -5.9665  -0.102
C36 6.3405 5.3378 -7.1001  -0.260
C37 5.5702 4.0467 -7.3763  -0.165
C38 5.6422 3.1026 -6.2538  -0.159
N2 5.6920 2.3593 -5.3636  0.105
H42 5.7857 5.6236 -5.0143  0.076
H43 6.3038 7.0948 -5.8457  0.082
H44 4.7001 6.4165 -6.1736  0.084
H45 7.3883 5.1112 -6.8689  0.117
H46 6.3385 5.9478 -8.0113  0.118
H47 5.9912 3.5689 -8.2686  0.130
H48 4.5233 4.2774 -7.6043  0.136
Br1 1.0350 0.4150 -1.6841  0.239
F1 -5.8650 -2.0046 1.8879  -0.502
C39 3.1256 -8.6906 -0.7123  -0.021
C40 2.1995 -9.7093 -0.0792  -0.351
C41 2.6995 -11.1185 -0.1842  -0.116
O14 1.5020 -11.8741 -0.1811  0.068
C42 0.5265 -11.0587 -0.6837  -0.504
O15 -0.5866 -11.4336 -1.0074  0.122
O16 0.9661 -9.7675 -0.7771  0.069
H49 4.1269 -8.7355 -0.2739  0.091
H50 3.2036 -8.8452 -1.7941  0.093
H51 2.7281 -7.6799 -0.5708  0.087
H52 1.9893 -9.4349 0.9616  0.164
H53 3.3342 -11.3986 0.6615  0.144
H54 3.2402 -11.3243 -1.1143  0.143


Here is a molecular structure, C5H12N3 from OMol25. Energies are from wB97M-V/def2-TZVPD.

As for the LUMO energy: -3.65 eV. The total charge is +1. The calculation puts the frontier orbital gap at 9.69 eV. Its energy above the lowest of the compared OMol25 structures with the same formula, charge and spin is 99.44 kcal per mole.

Last column: Löwdin charge in e.
Cartesian coordinates (Å):
C1 -1.9923 -1.1817 0.0027  -0.057
C2 -2.7446 0.1959 -0.0267  -0.017
C3 0.6541 -0.8076 0.2393  -0.098
C4 3.3110 -0.0789 0.1298  -0.034
C5 -0.7953 -0.3415 0.2364  -0.149
N1 -1.4024 0.8152 0.1587  -0.092
N2 -0.8558 1.9917 0.1187  0.161
N3 1.7653 0.2518 -0.0517  -0.139
H1 -2.3537 -1.8665 0.7804  0.128
H2 -1.8222 -1.8514 -0.9251  0.165
H3 -3.2327 0.4257 -1.0385  0.157
H4 -3.5273 0.3438 0.7568  0.144
H5 0.8458 -1.1530 1.2224  0.113
H6 0.8476 -1.6866 -0.4155  0.137
H7 3.6724 0.1493 1.1222  0.076
H8 3.5866 0.7060 -0.5387  0.065
H9 3.5388 -1.0252 -0.2322  0.049
H10 0.1975 1.9927 -0.1057  0.160
H11 -1.3883 2.6840 -0.2958  0.101
H12 1.6954 0.4363 -1.1374  0.131


Here is a molecular structure, C28H27N4O6S2Sr from OMol25. Energies are from wB97M-V/def2-TZVPD.

As for the LUMO energy: 2.23 eV. The total charge is -1. The calculation puts the frontier orbital gap at 6.95 eV. Its energy above the lowest of the compared OMol25 structures with the same formula, charge and spin is 25.19 kcal per mole.

Last column: Löwdin charge in e.
Cartesian coordinates (Å):
Sr1 0.8319 -0.3825 1.0573  1.157
C1 -1.0890 3.8364 2.5131  -0.001
C2 0.2732 3.4185 2.9715  -0.545
O1 1.2352 3.4308 2.2250  0.031
N1 0.3660 3.0259 4.2800  0.054
C3 1.5045 2.2693 4.7483  -0.141
C4 1.1466 0.8720 5.1848  -0.294
C5 2.1159 0.1119 5.8390  -0.045
C6 1.8295 -1.1874 6.1780  -0.062
C7 0.5665 -1.6909 5.8795  -0.073
C8 -0.3277 -0.8596 5.2462  -0.150
N2 -0.0562 0.4040 4.8910  0.114
H1 -1.5096 3.0307 1.9107  0.058
H2 -0.9832 4.7116 1.8753  0.082
H3 -1.7653 4.0581 3.3377  0.075
H4 -0.5225 2.7707 4.6921  0.120
H5 1.9942 2.7791 5.5837  0.121
H6 2.2261 2.2101 3.9282  0.091
H7 3.0978 0.5319 6.0179  0.116
H8 2.5834 -1.8171 6.6322  0.110
H9 0.2996 -2.7142 6.0962  0.102
H10 -1.3174 -1.2214 4.9898  0.105
O2 2.1391 -5.7464 -4.2436  -0.064
C9 2.4943 -5.7048 -2.8634  -0.210
C10 1.7114 -4.6237 -2.1761  -0.183
C11 1.2362 -4.8129 -0.8884  -0.001
C12 0.5901 -3.7474 -0.2860  -0.137
N3 0.3548 -2.5765 -0.8531  0.094
C13 0.8606 -2.3908 -2.0808  -0.209
C14 1.5187 -3.3810 -2.7817  0.045
C15 0.7161 -0.9826 -2.5732  -0.200
C16 0.2240 -0.6693 -3.8254  0.043
C17 0.0776 0.6695 -4.1688  -0.188
C18 -0.4833 1.0840 -5.5045  -0.212
O3 -1.4661 0.1893 -5.9980  -0.061
C19 0.4601 1.6256 -3.2471  -0.010
C20 0.9704 1.2192 -2.0259  -0.124
N4 1.0994 -0.0589 -1.6771  0.059
H11 2.7172 -6.3877 -4.6728  0.084
H12 3.5651 -5.4864 -2.7562  0.131
H13 2.2933 -6.6644 -2.3745  0.117
H14 1.3994 -5.7320 -0.3472  0.116
H15 0.2315 -3.8460 0.7336  0.112
H16 1.9225 -3.1785 -3.7636  0.124
H17 -0.0742 -1.4545 -4.5052  0.127
H18 0.3091 1.0915 -6.2571  0.129
H19 -0.8795 2.1029 -5.4315  0.120
H20 -2.1343 0.0909 -5.3112  0.093
H21 0.3340 2.6793 -3.4517  0.115
H22 1.2551 1.9529 -1.2847  0.117
C21 -1.3679 0.7770 0.2306  -0.156
C22 -2.1412 1.5125 -0.3769  -0.243
C23 -3.0699 2.2721 -1.1538  -0.283
C24 -2.8793 3.6342 -1.4178  -0.056
C25 -3.7847 4.3524 -2.1815  -0.108
C26 -4.9095 3.7337 -2.7108  -0.121
C27 -5.1090 2.3809 -2.4667  -0.109
C28 -4.2053 1.6623 -1.7033  -0.054
H23 -1.9988 4.1179 -1.0156  0.105
H24 -3.6102 5.4047 -2.3631  0.093
H25 -5.6167 4.2947 -3.3044  0.088
H26 -5.9785 1.8800 -2.8734  0.093
H27 -4.3626 0.6079 -1.5161  0.109
O4 2.7735 -2.4542 0.8977  -0.473
S1 2.6207 -2.0560 2.2974  -0.007
O5 1.1147 -2.0158 2.5730  -0.676
O6 3.3128 -2.8580 3.2770  -0.399
S2 3.2699 -0.0956 2.3454  0.147


Here is a molecular structure, C6H11N2OS from OMol25. Energies are from wB97M-V/def2-TZVPD.

As for the LUMO energy (spin up / spin down): -4.90 / -4.90 eV. The total charge is +1. The calculation puts the frontier orbital gap (spin up / spin down) at 7.87 / 7.87 eV. Its energy above the lowest of the compared OMol25 structures with the same formula, charge and spin is 72.08 kcal per mole.

Last column: Löwdin charge in e.
Cartesian coordinates (Å):
C1 -2.5791 -0.9892 0.1357  -0.249
C2 -2.0266 1.2409 0.0032  -0.635
C3 0.5890 0.6881 0.4279  -0.228
C4 2.0903 -1.0291 -0.6889  -0.084
C5 2.7942 1.3685 -0.0764  -0.025
C6 1.9427 0.0768 0.3444  -0.441
N1 -2.9783 0.3351 0.2380  0.050
N2 -3.4419 -1.9115 0.1609  0.118
O1 -1.9271 2.4055 0.2827  0.122
S1 -0.6332 0.1890 -0.7052  1.157
H1 0.2264 1.2268 1.2888  0.103
H2 2.6277 -1.9915 -0.3207  0.125
H3 2.6832 -0.6541 -1.5148  0.084
H4 1.0320 -1.3741 -0.8105  0.031
H5 2.4250 1.8066 -1.0247  0.100
H6 3.8291 0.9570 -0.1636  0.112
H7 2.6484 2.1516 0.5911  0.053
H8 2.2358 -0.2394 1.3087  0.129
H9 -3.9275 0.5217 0.4374  0.155
H10 -3.1304 -2.9204 -0.0853  0.176
H11 -4.4797 -1.8585 0.1713  0.146


Here is a molecular structure, C22H27F6IN2O5SeW from OMol25. Energies are from wB97M-V/def2-TZVPD.

As for the LUMO energy (spin up / spin down): -8.31 / -8.58 eV. The expectation value of S² is 2.1822. The total charge is +2. The calculation puts the frontier orbital gap (spin up / spin down) at 2.35 / 2.33 eV. The spin multiplicity is 3.

Last column: Löwdin spin population.
Cartesian coordinates (Å):
W1 -0.7237 0.3090 -1.0063  1.705
C1 0.4416 1.3152 1.7778  0.005
C2 -0.4016 0.1884 2.1788  0.003
O1 -1.3690 -0.1741 1.0984  0.031
C3 -1.9372 -1.5268 1.4162  0.002
C4 -2.5849 -1.9306 0.0979  0.002
O2 -1.6649 -1.7577 -1.0716  0.006
C5 -0.7233 -2.9043 -1.2570  0.003
C6 0.6556 -2.5312 -0.7515  0.002
O3 0.8997 -1.1314 -1.0897  0.046
C7 2.2859 -0.7096 -0.5944  0.009
C8 2.2534 0.6270 0.1650  0.007
O4 0.8693 1.1113 0.3901  0.023
H1 1.3125 1.4788 2.4453  0.000
H2 -0.1534 2.2323 1.6367  0.000
H3 -1.0167 0.3510 3.0503  0.000
H4 0.2651 -0.6954 2.3136  -0.001
H5 -2.7195 -1.3270 2.2009  0.000
H6 -1.1848 -2.1970 1.8734  0.001
H7 -3.4280 -1.2593 -0.1777  0.000
H8 -2.8946 -2.9469 0.0940  0.000
H9 -0.6998 -3.1207 -2.3344  0.000
H10 -1.1450 -3.7828 -0.7074  0.000
H11 1.4033 -3.1901 -1.2215  0.000
H12 0.7723 -2.5742 0.3627  0.000
H13 2.7819 -0.6588 -1.5629  0.000
H14 2.6729 -1.5591 0.0264  0.000
H15 2.7239 1.4656 -0.3479  0.000
H16 2.6172 0.5582 1.1527  0.000
C9 -3.7742 2.6771 -2.3502  0.003
C10 -3.1154 2.2851 -1.0879  0.015
O5 -2.5621 0.9301 -1.0865  0.072
C11 -4.1480 2.2032 0.0652  0.001
F1 -5.1724 1.4941 -0.3128  0.000
F2 -3.7456 1.6984 1.2589  0.001
F3 -4.6668 3.4777 0.2822  0.000
C12 -2.0003 3.2823 -0.7479  0.004
F4 -1.7916 3.3836 0.5603  0.001
F5 -1.9834 4.5947 -1.2647  0.001
F6 -0.6994 2.5584 -1.3201  0.028
H17 -4.4083 1.8071 -2.6439  0.000
H18 -3.0007 2.7242 -3.1366  0.000
H19 -4.3456 3.6015 -2.2803  0.001
I1 2.5291 0.8424 -6.1066  -0.001
C13 0.7187 0.1972 -5.2457  0.000
C14 -0.2142 -0.7152 -5.7787  0.016
C15 -1.3823 -1.0927 -5.0986  -0.002
C16 -1.5617 -0.5253 -3.8505  0.015
N1 -0.5218 0.1897 -3.2133  0.002
C17 0.5651 0.5872 -3.9231  0.016
H20 -0.0275 -1.0937 -6.7650  0.001
H21 -2.0499 -1.7992 -5.5631  0.000
H22 -2.4636 -0.6735 -3.2458  0.001
H23 1.2769 1.2862 -3.4613  0.002
Se1 2.5758 -2.3378 3.4097  -0.003
C18 3.6805 -1.3333 4.4950  0.002
C19 3.5360 -1.0909 5.8633  -0.005
C20 4.4426 -0.3172 6.5194  0.002
N2 5.4965 0.3123 5.9791  -0.011
C21 5.6789 0.0922 4.6594  0.002
C22 4.9162 -0.8406 3.9299  -0.007
H24 2.5991 -1.3087 6.3927  0.000
H25 4.3868 -0.1625 7.5894  0.000
H26 6.6074 0.5594 4.3375  0.000
H27 5.3171 -1.1539 2.9828  0.000


In the order shown, the computed max |F| values come out to 3.01; 10.72; 4.20; 2.56; 4.56; 4.53 eV Å⁻¹.
In the order shown, the computed total energy values come out to -880.06738; -7203.70269; -361.60965; -2580.88238; -817.79996; -4704.85831 hartree.